Record 1
The following is a DFT calculation (ωB97M-V/def2-TZVPD) of a molecular structure, C4H5O4Yb in a non-equilibrium geometry.

Its gap between HOMO and LUMO (spin up / spin down) is 5.1906 / 7.3698 eV. As for the spin multiplicity: 2. The net charge is 0.

CARTESIAN COORDINATES (ANGSTROEM)
1 O -1.81 0.33 3.62
2 C -1.62 -0.28 2.66
3 O -1.52 -0.96 1.71
4 O 1.44 0.15 1.46
5 C 1.29 1.12 0.58
6 C 0.81 0.91 -0.66
7 O 0.59 -0.43 -1.01
8 C -0.42 -0.65 -1.99
9 Yb 1.17 -1.86 0.86
10 H 1.49 2.15 0.90
11 H 0.61 1.66 -1.42
12 H -0.49 -1.73 -2.15
13 H -1.39 -0.26 -1.63
14 H -0.15 -0.14 -2.93

Record 2
The following is a DFT calculation (ωB97M-V/def2-TZVPD) of 2 unconnected molecules or ions with the total composition C2BrClNO4 in a non-equilibrium geometry.

Its energy above the lowest of the compared OMol25 structures with the same formula, charge and spin is 0.00 kJ/mol. Its gap between HOMO and LUMO is 7.1289 eV. The net charge is -1.

CARTESIAN COORDINATES (ANGSTROEM)
1 C 2.14 -0.93 -0.26
2 C -1.62 0.50 0.43
3 N -0.33 0.44 -0.03
4 O 2.26 -1.21 0.85
5 O 2.45 -0.78 -1.35
6 O 0.22 1.54 -0.13
7 O 0.20 -0.67 -0.19
8 Cl -2.61 -0.94 0.42
9 Br -2.71 2.06 0.27

Record 3
The following is a DFT calculation (ωB97M-V/def2-TZVPD) of 2 unconnected molecules or ions with the total composition C6H12S in a non-equilibrium geometry.

Its energy above the lowest of the compared OMol25 structures with the same formula, charge and spin is 402.31 kJ/mol. Its gap between HOMO and LUMO is 8.8099 eV. The net charge is 0.

CARTESIAN COORDINATES (ANGSTROEM)
1 C 0.57 0.25 -1.49
2 C 1.56 0.53 -0.58
3 C -1.71 -0.47 0.31
4 C 1.73 1.54 0.40
5 C -1.91 0.75 1.13
6 C -0.87 -2.86 -0.02
7 S -0.89 -1.56 1.25
8 H -0.27 0.90 -1.62
9 H 0.65 -0.69 -1.96
10 H 2.25 -0.22 -0.68
11 H 2.65 2.18 0.40
12 H 1.64 1.24 1.43
13 H 0.85 2.32 0.34
14 H -1.28 0.94 1.91
15 H -2.97 0.69 1.43
16 H -1.75 1.55 0.43
17 H -1.02 -3.87 0.41
18 H 0.04 -2.96 -0.61
19 H -1.68 -2.55 -0.58

Record 4
The following is a DFT calculation (ωB97M-V/def2-TZVPD) of a molecular structure, C19H31F9OP2V in a non-equilibrium geometry.

Its gap between HOMO and LUMO (spin up / spin down) is 5.2378 / 4.0819 eV. As for the spin multiplicity: 4. The net charge is 0.

CARTESIAN COORDINATES (ANGSTROEM)
1 P 0.44 -2.30 -2.36
2 P 0.18 2.22 -1.49
3 C 0.06 -0.55 -2.84
4 C 0.97 0.63 -2.28
5 H -1.10 -0.30 -2.70
6 H 0.15 -0.44 -3.91
7 H 1.87 0.26 -1.70
8 H 1.42 1.12 -3.17
9 C -1.24 3.01 -2.34
10 H -1.71 3.69 -1.60
11 H -2.02 2.29 -2.62
12 H -0.93 3.60 -3.21
13 C 1.53 3.41 -1.70
14 H 1.20 4.30 -2.27
15 H 2.40 2.95 -2.20
16 H 1.84 3.72 -0.68
17 C -0.48 -3.54 -3.26
18 H -0.48 -4.48 -2.69
19 H -0.08 -3.77 -4.25
20 H -1.52 -3.24 -3.39
21 C 2.18 -2.37 -2.78
22 H 2.47 -1.36 -3.10
23 H 2.36 -3.08 -3.59
24 H 2.75 -2.65 -1.89
25 V -0.80 0.18 -1.16
26 C 0.16 1.41 -5.22
27 C -1.18 1.37 -5.04
28 C -2.16 0.67 -5.92
29 C -1.62 -0.60 -6.62
30 C -0.84 -1.44 -5.66
31 C 0.50 -1.61 -5.66
32 C 1.50 -0.59 -6.16
33 C 0.94 0.84 -6.37
34 C 0.18 -2.57 -0.57
35 H 0.75 2.13 -4.65
36 H -1.65 2.13 -4.44
37 H -2.53 1.38 -6.68
38 H -3.04 0.40 -5.31
39 H -2.50 -1.18 -6.93
40 H -1.09 -0.35 -7.56
41 H -1.47 -2.08 -5.04
42 H 0.96 -2.58 -5.41
43 H 1.93 -0.96 -7.12
44 H 2.35 -0.52 -5.46
45 H 1.82 1.49 -6.51
46 H 0.40 0.89 -7.33
47 H 0.13 -1.67 0.08
48 H 1.03 -3.18 -0.22
49 H -0.76 -3.14 -0.45
50 F -1.12 2.79 1.84
51 C -1.25 1.81 2.77
52 F -0.68 2.27 3.93
53 F -2.58 1.63 2.98
54 C -0.56 0.48 2.25
55 O -1.00 0.13 1.04
56 C 1.01 0.67 2.37
57 F 1.44 0.67 3.67
58 F 1.64 -0.33 1.70
59 F 1.41 1.83 1.80
60 C -0.91 -0.64 3.34
61 F -0.82 -0.19 4.64
62 F -2.15 -1.12 3.12
63 F -0.04 -1.67 3.22

Record 5
The following is a DFT calculation (ωB97M-V/def2-TZVPD) of 2 unconnected molecules or ions with the total composition C18H14ClF3N2O3S in a non-equilibrium geometry.

Its energy above the lowest of the compared OMol25 structures with the same formula, charge and spin is 25.69 kJ/mol. Its gap between HOMO and LUMO is 5.3339 eV. The net charge is 0.

CARTESIAN COORDINATES (ANGSTROEM)
1 F -3.93 0.13 -2.16
2 C -2.75 -0.07 -1.50
3 F -1.93 0.87 -2.04
4 F -2.95 0.24 -0.20
5 S -1.75 -1.98 -1.69
6 N -0.73 2.14 0.94
7 C -0.72 1.82 2.27
8 O -0.98 0.71 2.75
9 C -0.36 3.09 3.05
10 C 0.23 4.03 1.97
11 C 0.00 3.26 0.67
12 O 0.39 3.56 -0.46
13 H -1.29 3.52 3.45
14 H 0.35 2.87 3.86
15 H -0.30 5.00 1.90
16 H 1.31 4.17 2.14
17 Cl 1.69 -2.15 4.09
18 C 0.44 -2.56 3.01
19 C -0.43 -3.59 3.30
20 C -1.36 -3.91 2.31
21 C -1.44 -3.20 1.08
22 N -0.57 -2.18 0.82
23 C -0.31 -1.74 -0.73
24 C 0.45 -0.34 -0.71
25 C 1.04 0.03 -2.01
26 C 2.21 0.81 -2.02
27 C 2.80 1.00 -3.26
28 C 2.20 0.55 -4.45
29 C 0.96 -0.07 -4.40
30 C 0.37 -0.33 -3.17
31 O 0.81 0.32 0.26
32 C 0.35 -1.91 1.77
33 H -0.41 -4.09 4.29
34 H -2.03 -4.77 2.42
35 H -1.95 -3.51 0.15
36 H 0.49 -2.47 -1.08
37 H 2.70 1.04 -1.06
38 H 3.77 1.45 -3.28
39 H 2.60 0.84 -5.43
40 H 0.45 -0.44 -5.28
41 H -0.54 -0.94 -3.10
42 H 1.13 -1.22 1.54

Record 6
The following is a DFT calculation (ωB97M-V/def2-TZVPD) of a molecular structure, C33H24BrFGaGeI2N2O.

Its energy above the lowest of the compared OMol25 structures with the same formula, charge and spin is 2.17 kJ/mol. Its gap between HOMO and LUMO is 5.3255 eV. The net charge is -1.

CARTESIAN COORDINATES (ANGSTROEM)
1 Ga 0.15 -0.64 0.64
2 I -1.01 0.53 -4.22
3 C -0.53 -1.33 -3.41
4 C -0.39 -2.44 -4.25
5 C -0.05 -3.67 -3.75
6 I 0.13 -5.28 -5.07
7 C 0.17 -3.84 -2.36
8 C 0.54 -5.04 -1.71
9 C 0.74 -5.05 -0.36
10 C 0.57 -3.86 0.38
11 N 0.23 -2.74 -0.20
12 C 0.02 -2.70 -1.53
13 C -0.35 -1.41 -2.04
14 O -0.49 -0.42 -1.22
15 H -0.55 -2.32 -5.31
16 H 0.67 -5.94 -2.29
17 H 1.03 -5.96 0.15
18 H 0.73 -3.83 1.45
19 C 1.98 -0.45 1.02
20 Ge 2.84 1.15 1.41
21 C 1.98 2.40 2.72
22 C 1.81 3.77 2.52
23 C 1.21 4.57 3.49
24 C 0.77 4.01 4.68
25 C 0.93 2.64 4.89
26 C 1.52 1.86 3.92
27 C 3.13 2.28 -0.20
28 C 2.60 1.86 -1.42
29 C 2.76 2.60 -2.58
30 C 3.49 3.79 -2.55
31 C 4.05 4.21 -1.35
32 C 3.87 3.46 -0.20
33 C 4.64 0.88 2.17
34 C 5.43 -0.18 1.72
35 C 6.71 -0.38 2.22
36 C 7.23 0.48 3.18
37 C 6.46 1.53 3.64
38 C 5.18 1.73 3.14
39 H 2.49 -1.33 1.42
40 H 2.13 4.22 1.59
41 H 1.08 5.63 3.31
42 H 0.31 4.63 5.44
43 H 0.58 2.20 5.82
44 H 1.61 0.78 4.08
45 H 2.06 0.91 -1.45
46 H 2.33 2.26 -3.51
47 H 3.63 4.37 -3.45
48 H 4.64 5.12 -1.32
49 H 4.33 3.80 0.73
50 H 5.03 -0.85 0.97
51 H 7.31 -1.21 1.86
52 H 8.23 0.32 3.57
53 H 6.85 2.21 4.40
54 H 4.58 2.55 3.52
55 Br -1.87 5.82 1.54
56 C -1.37 4.02 1.23
57 C -1.55 3.08 2.24
58 C -1.14 1.79 1.98
59 N -0.62 1.42 0.81
60 C -0.47 2.33 -0.15
61 C -0.83 3.66 0.02
62 H -1.96 3.35 3.20
63 H -1.24 1.00 2.71
64 H -0.06 1.98 -1.09
65 H -0.68 4.38 -0.78
66 F -1.31 -1.15 1.61

Record 7
The following is a DFT calculation (ωB97M-V/def2-TZVPD) of a molecular structure, C29H26NO2 in a non-equilibrium geometry.

Its energy above the lowest of the compared OMol25 structures with the same formula, charge and spin is 325.01 kJ/mol. Its gap between HOMO and LUMO is 6.1196 eV. The net charge is +1.

CARTESIAN COORDINATES (ANGSTROEM)
1 C 3.49 -0.30 3.41
2 C 2.44 0.64 3.52
3 C 1.16 0.16 3.63
4 C 0.88 -1.22 3.63
5 C 1.90 -2.16 3.51
6 C 3.22 -1.69 3.41
7 C -0.54 -1.38 3.67
8 C -1.12 -0.10 3.70
9 C -2.48 0.06 3.64
10 C -3.27 -1.11 3.58
11 C -2.70 -2.40 3.59
12 C -1.31 -2.55 3.62
13 N -0.08 0.88 3.69
14 C -0.15 2.26 3.67
15 C -1.08 3.13 4.27
16 H 4.53 0.03 3.32
17 H 2.64 1.69 3.53
18 H 1.64 -3.22 3.46
19 H 4.06 -2.41 3.32
20 H -2.97 1.02 3.64
21 H -4.36 -1.05 3.52
22 H -3.33 -3.32 3.55
23 H -0.77 -3.51 3.59
24 H 0.82 2.69 3.48
25 H -0.59 3.54 5.22
26 H -2.15 2.83 4.18
27 C -7.60 7.58 4.86
28 O -6.81 7.28 3.67
29 C -5.61 6.68 3.89
30 C -4.78 6.46 2.76
31 C -3.52 5.92 2.92
32 C -2.96 5.61 4.19
33 C -1.61 5.00 4.26
34 C -0.66 5.75 5.13
35 C 0.71 5.43 5.06
36 C 1.61 5.82 6.02
37 C 1.19 6.60 7.13
38 O 2.06 6.85 8.13
39 C 1.58 7.41 9.39
40 C -0.13 7.12 7.11
41 C -1.00 6.73 6.10
42 C -3.78 5.92 5.31
43 C -5.07 6.43 5.17
44 H -8.58 7.86 4.46
45 H -7.70 6.70 5.53
46 H -7.15 8.43 5.42
47 H -5.18 6.71 1.78
48 H -2.96 5.65 2.04
49 H -1.23 4.79 3.26
50 H 1.08 4.74 4.31
51 H 2.66 5.54 6.03
52 H 2.47 7.37 10.04
53 H 1.26 8.46 9.23
54 H 0.74 6.81 9.80
55 H -0.46 7.83 7.87
56 H -2.00 7.14 6.16
57 H -3.46 5.67 6.32
58 H -5.67 6.65 6.05

Question: What is the formula in the third record?
Answer: C6H12S